An isolated ion of composition C9H8NO2 and charge +1 in a non-equilibrium geometry. Source: OMol25; level of theory: ωB97M-V with the def2-TZVPD basis set.

Last columns: bonded neighbours and bond lengths (Å).
Atoms and positions in Å:
1 C 2.23 0.30 0.59  C2 1.416, C3 1.343, H13 1.066
2 C 1.78 -0.92 1.15  C1 1.416, C4 1.354, H14 1.062
3 C 1.47 1.25 0.04  C1 1.343, C5 1.459, H15 1.150
4 C 0.44 -1.10 1.25  C2 1.354, C6 1.352, H16 1.151
5 C 0.03 0.99 0.03  C3 1.459, C6 1.337, C7 1.510
6 C -0.29 -0.08 0.76  C4 1.352, C5 1.337
7 C -1.23 1.67 -0.43  C5 1.510, N10 1.536, H17 1.104, H18 1.140
8 C -2.45 -1.46 -0.80  C9 1.383, O12 1.516, H19 1.116, H20 1.067
9 C -2.44 -0.39 0.08  C8 1.383, N10 1.333, O12 1.340
10 N -2.23 0.88 0.43  C7 1.536, C9 1.333, O11 1.196
11 O -2.89 1.41 1.27  N10 1.196
12 O -3.14 -1.43 0.55  C8 1.516, C9 1.340
13 H 3.27 0.44 0.40  C1 1.066
14 H 2.42 -1.70 1.49  C2 1.062
15 H 1.97 2.13 -0.51  C3 1.150
16 H -0.09 -1.98 1.77  C4 1.151
17 H -1.16 2.75 -0.19  C7 1.104
18 H -1.62 1.57 -1.50  C7 1.140
19 H -3.19 -1.52 -1.63  C8 1.116
20 H -1.66 -2.15 -1.02  C8 1.067

HOMO (spin up / spin down)	-0.513 / -0.513	Ha
max |F|	0.0762	Eh/bohr
frontier orbital gap (spin up / spin down)	8.356 / 8.352	eV
electronic energy	-552.446037	Ha
charge	+1
energy above the lowest of the compared OMol25 structures with the same formula, charge and spin	569.71	kJ/mol

Need the Mulliken charges? In units of e they are: -0.386 -0.494 -0.655 -0.609 0.816 0.218 -0.504 -0.340 0.376 0.725 -0.529 -0.362 0.366 0.454 0.334 0.411 0.374 0.237 0.282 0.287